Here is C34H44CsN8O6S2Sb3 as an isolated structure from the OMol25 dataset. Energies are from ωB97M-V/def2-TZVPD.

Positions of all 98 atoms, in Å:
Cs 0.076 0.634 -0.158
O 0.320 -2.764 1.133
S 1.667 -2.299 0.848
O 2.501 -3.341 0.260
O 1.722 -1.059 0.085
C 2.464 -2.056 2.444
C 3.249 -3.110 2.900
C 3.905 -3.027 4.116
C 3.785 -1.882 4.891
C 3.004 -0.832 4.441
C 2.345 -0.918 3.220
S 1.284 0.455 2.786
O 2.047 1.352 1.932
O 1.023 1.061 4.097
O 0.088 -0.086 2.173
H 3.344 -3.981 2.267
H 4.513 -3.857 4.456
H 4.286 -1.818 5.849
H 2.875 0.067 5.026
C 2.430 -3.280 -2.727
Sb 0.459 -3.234 -1.837
C 0.494 -5.252 -1.014
C -0.375 -4.237 -3.717
C 0.232 -3.784 -4.979
C 1.197 -4.581 -5.607
C 1.815 -4.208 -6.788
C 1.474 -3.003 -7.386
C 0.521 -2.200 -6.781
C -0.102 -2.555 -5.583
C -1.085 -1.623 -4.975
Sb -0.192 -0.045 -3.673
C -1.059 1.508 -4.920
C 1.664 0.105 -4.808
H 2.406 -2.789 -3.698
H 2.745 -4.316 -2.852
H 3.103 -2.773 -2.044
H 1.166 -5.881 -1.599
H -0.515 -5.669 -1.025
H 0.848 -5.177 0.009
H -1.443 -4.013 -3.660
H -0.248 -5.311 -3.589
H 1.454 -5.528 -5.142
H 2.547 -4.858 -7.253
H 1.946 -2.690 -8.310
H 0.243 -1.260 -7.246
H -1.806 -2.142 -4.345
H -1.629 -1.074 -5.743
H -0.961 1.272 -5.980
H -0.549 2.448 -4.706
H -2.111 1.628 -4.663
H 1.459 0.297 -5.859
H 2.247 -0.810 -4.719
H 2.243 0.934 -4.397
C -2.512 1.408 3.965
C -2.229 2.527 3.026
N -2.667 2.646 1.794
C -2.165 3.834 1.325
C -1.430 4.450 2.290
N -1.501 3.630 3.390
C -0.930 3.838 4.707
N -0.261 5.103 4.817
N -0.892 6.194 5.289
N -0.066 7.169 5.364
C 1.166 6.735 4.934
C 2.396 7.392 4.830
C 3.463 6.650 4.381
C 3.331 5.290 4.033
C 2.128 4.625 4.113
C 1.052 5.384 4.578
H -3.059 0.639 3.427
H -3.103 1.753 4.819
H -1.577 0.983 4.329
H -2.404 4.191 0.337
H -0.914 5.395 2.296
H -0.218 3.040 4.904
H -1.728 3.829 5.451
H 2.490 8.436 5.100
H 4.435 7.118 4.280
H 4.202 4.753 3.682
H 2.015 3.589 3.818
C -4.484 -1.169 1.791
Sb -2.588 -1.293 0.678
C -2.712 -3.459 0.630
C -3.663 -1.214 -1.213
H -5.201 -1.893 1.403
H -4.886 -0.160 1.687
H -4.308 -1.371 2.849
H -3.746 -3.796 0.699
H -2.121 -3.880 1.444
H -2.269 -3.794 -0.309
H -4.621 -1.729 -1.134
H -3.057 -1.696 -1.984
H -3.830 -0.176 -1.506
N -1.521 1.915 -1.830
C -2.500 2.495 -2.119
N -3.607 2.967 -2.549
C -4.206 4.112 -2.477
N -4.818 5.104 -2.489

Force components x, y, z for each atom (eV/Å):
-0.913 3.029 -1.976
-0.002 0.137 0.164
0.614 -0.677 0.576
0.022 -0.096 -0.168
2.300 -2.155 0.676
0.057 0.058 -0.172
0.075 -0.071 -0.054
-0.024 -0.005 0.003
-0.006 -0.027 -0.046
0.114 -0.001 0.042
-0.281 0.061 -0.057
0.211 1.028 1.641
0.128 -0.129 -0.127
-0.196 0.164 -0.040
0.098 -0.749 2.347
0.010 -0.006 0.037
-0.008 -0.016 0.001
0.019 0.045 -0.001
-0.020 -0.031 0.024
-0.145 0.115 0.199
-0.171 -1.471 -1.370
0.000 0.380 0.198
-0.251 0.361 0.531
0.145 0.075 -0.391
-0.102 -0.047 0.062
0.047 -0.007 -0.065
-0.038 0.013 0.021
0.017 -0.005 -0.060
0.007 -0.075 -0.043
0.012 0.089 0.225
-0.006 -0.004 -1.308
-0.057 -0.030 0.295
-0.028 -0.065 0.178
0.033 -0.005 -0.007
-0.019 -0.016 -0.020
0.067 0.034 -0.046
-0.009 0.046 -0.070
0.000 0.026 -0.061
-0.002 -0.079 0.048
-0.012 -0.077 -0.118
0.095 0.016 0.099
0.021 0.001 -0.012
0.019 -0.006 0.054
-0.017 -0.006 -0.006
-0.005 0.010 0.005
-0.040 0.022 -0.039
0.010 0.044 0.003
0.084 -0.111 0.029
-0.026 0.006 0.022
0.007 0.033 -0.025
-0.032 0.008 -0.023
0.033 0.013 0.000
-0.004 -0.010 0.014
0.186 0.137 -0.058
-0.239 0.389 -0.083
0.148 -0.306 0.116
-0.112 0.008 0.013
-0.146 0.342 -0.156
0.104 -0.321 -0.008
-0.239 -0.118 -0.141
0.324 -0.122 -0.016
-0.047 -0.010 0.053
-0.079 0.179 0.026
-0.006 -0.522 -0.155
0.006 0.032 0.044
0.054 0.154 0.026
-0.056 -0.147 -0.052
-0.001 -0.075 -0.067
-0.065 0.424 0.120
-0.048 -0.007 0.016
-0.044 -0.059 -0.008
0.062 -0.097 0.033
0.121 -0.037 -0.038
0.010 -0.042 0.051
0.144 -0.112 0.100
0.068 -0.021 0.009
0.016 -0.004 -0.021
-0.018 -0.001 0.020
-0.025 -0.002 -0.022
0.030 -0.092 -0.008
0.370 0.165 -0.019
-1.539 -0.869 -0.010
0.303 0.103 0.155
0.187 0.229 0.011
0.049 -0.022 -0.073
-0.006 0.001 0.020
-0.024 -0.004 0.002
-0.042 0.056 -0.055
-0.012 -0.022 -0.013
-0.033 -0.040 0.002
0.015 -0.047 0.053
0.017 0.002 0.004
-0.010 -0.014 -0.018
-1.309 1.226 -0.948
0.391 -0.016 0.087
-0.579 -0.484 -0.396
0.184 0.445 0.191
0.061 -0.116 0.024

Properties
- Kohn-Sham gap: 7.00 eV
- E_HOMO: -3.31 eV
- Lowest unoccupied orbital energy: 3.69 eV
- Charge: -2
- Spin multiplicity: 1

Need the Löwdin charges? In units of e they are: number 1, Cs, carries 1.22; number 2, O, carries -0.42; number 3, S, carries 0.34; number 4, O, carries -0.39; number 5, O, carries -0.73; number 6, C, carries -0.20; number 7, C, carries -0.06; number 8, C, carries -0.09; number 9, C, carries -0.09; number 10, C, carries -0.06; number 11, C, carries -0.21; number 12, S, carries 0.38; number 13, O, carries -0.41; number 14, O, carries -0.37; number 15, O, carries -0.70; number 16, H, carries 0.11; number 17, H, carries 0.09; number 18, H, carries 0.09; number 19, H, carries 0.10; number 20, C, carries -0.29; number 21, Sb, carries 1.38; number 22, C, carries -0.31; number 23, C, carries -0.31; number 24, C, carries -0.30; number 25, C, carries -0.08; number 26, C, carries -0.12; number 27, C, carries -0.11; number 28, C, carries -0.09; number 29, C, carries -0.29; number 30, C, carries -0.31; number 31, Sb, carries 1.30; number 32, C, carries -0.34; number 33, C, carries -0.32; number 34, H, carries -0.02; number 35, H, carries 0.01; number 36, H, carries -0.01; number 37, H, carries 0.00; number 38, H, carries 0.00; number 39, H, carries -0.02; number 40, H, carries 0.04; number 41, H, carries 0.04; number 42, H, carries 0.10; number 43, H, carries 0.09; number 44, H, carries 0.09; number 45, H, carries 0.10; number 46, H, carries 0.03; number 47, H, carries 0.05; number 48, H, carries -0.01; number 49, H, carries 0.00; number 50, H, carries -0.01; number 51, H, carries -0.01; number 52, H, carries -0.02; number 53, H, carries -0.01; number 54, C, carries 0.00; number 55, C, carries -0.36; number 56, N, carries 0.12; number 57, C, carries -0.14; number 58, C, carries -0.06; number 59, N, carries -0.01; number 60, C, carries -0.07; number 61, N, carries -0.07; number 62, N, carries 0.05; number 63, N, carries 0.05; number 64, C, carries -0.24; number 65, C, carries -0.03; number 66, C, carries -0.10; number 67, C, carries -0.08; number 68, C, carries 0.02; number 69, C, carries -0.16; number 70, H, carries 0.05; number 71, H, carries 0.08; number 72, H, carries 0.07; number 73, H, carries 0.09; number 74, H, carries 0.11; number 75, H, carries 0.12; number 76, H, carries 0.14; number 77, H, carries 0.10; number 78, H, carries 0.09; number 79, H, carries 0.11; number 80, H, carries 0.10; number 81, C, carries -0.35; number 82, Sb, carries 1.29; number 83, C, carries -0.34; number 84, C, carries -0.32; number 85, H, carries -0.02; number 86, H, carries -0.01; number 87, H, carries -0.02; number 88, H, carries -0.01; number 89, H, carries -0.01; number 90, H, carries -0.03; number 91, H, carries 0.00; number 92, H, carries -0.02; number 93, H, carries -0.01; number 94, N, carries -0.21; number 95, C, carries -0.44; number 96, N, carries 0.05; number 97, C, carries -0.47; number 98, N, carries 0.03